Record 1
The following is a quantum chemistry calculation of a molecular structure, C29H26Cl5F3FeN4 in a non-equilibrium geometry, from the Open Molecules 2025 dataset.

Geometry as ORCA input:
```
! wB97M-V def2-TZVPD RIJCOSX def2/J DEFGRID3
* xyz -1 2
Fe -1.14227 -0.64575 -0.32473
C 1.67899 -0.57295 -3.74362
C 2.32482 -0.63921 -2.35673
C 1.98524 -1.91674 -1.56907
N 1.29296 -1.61750 -0.34207
C 1.31037 -2.45659 0.64397
C 1.86763 -3.77616 0.53196
C 2.38042 -4.61088 1.48023
C 2.54714 -4.37229 2.84637
C 2.03204 -3.31024 3.56841
C 1.16430 -2.31394 3.16923
C 0.64681 -1.99285 1.88714
N -0.37121 -1.19227 1.71223
C -0.96593 -0.46196 2.80746
C -0.06832 0.69025 3.30493
C 0.95882 1.11601 2.25460
N 0.36057 1.27174 0.95869
C 0.89032 2.06233 0.10196
C 2.14968 2.73518 0.30690
C 2.52346 3.99250 -0.06621
C 1.77593 4.92985 -0.78753
C 0.63435 4.67240 -1.53193
C 0.05549 3.45560 -1.81803
C 0.26751 2.17782 -1.23342
N -0.05768 1.04615 -1.78914
C -0.26808 0.97946 -3.20921
C 0.16115 -0.39587 -3.73033
H 1.92425 -1.48908 -4.28835
H 2.12037 0.26654 -4.28919
H 2.00526 0.21637 -1.76391
H 3.41064 -0.57801 -2.48646
H 2.91518 -2.46746 -1.36381
H 1.34523 -2.56188 -2.18242
H 1.86115 -4.15661 -0.48082
H 2.75607 -5.56347 1.12174
H 3.11631 -5.10888 3.39676
H 2.28431 -3.29655 4.62356
H 0.78827 -1.70215 3.97509
H -1.23709 -1.12682 3.63471
H -1.88160 -0.02010 2.42220
H 0.47557 0.42216 4.21461
H -0.70368 1.54276 3.54461
H 1.74741 0.35166 2.19541
H 1.42439 2.05420 2.59249
H 2.86084 2.15798 0.88756
H 3.49675 4.32453 0.28385
H 2.15851 5.94223 -0.79991
H 0.19843 5.53146 -2.03330
H -0.73682 3.47022 -2.55756
H 0.31906 1.75609 -3.72678
H -1.33020 1.13432 -3.44445
H -0.21749 -0.51914 -4.74854
H -0.29613 -1.16495 -3.10731
Cl -2.46468 3.01544 1.75394
C -3.14221 1.91437 0.61452
C -2.43254 0.88647 0.06084
C -2.95604 0.05798 -0.86659
Cl -1.30528 -2.50657 -1.34237
C -4.25696 0.14361 -1.29214
Cl -4.96887 -0.95205 -2.41639
C -5.02748 1.16333 -0.71673
Cl -6.68301 1.31641 -1.15399
C -4.48134 2.03810 0.22046
Cl -5.47910 3.25384 0.91955
F -3.86734 -1.07052 1.87667
C -3.13148 -1.98468 1.15695
F -2.69652 -2.89292 2.08547
F -4.04665 -2.65233 0.40796
*
```

Results
**E_HOMO (alpha / beta)**: -0.14679 / -0.14891 Ha
**⟨S²⟩**: 1.2058
**E_tot**: -5203.72938 hartree



Record 2
The following is a quantum chemistry calculation of a molecular structure, C29H26CoN8OS, from the Open Molecules 2025 dataset.

Geometry as ORCA input:
```
! wB97M-V def2-TZVPD RIJCOSX def2/J DEFGRID3
* xyz 2 2
Co -0.35469 -1.26409 -1.25440
C -0.69919 -5.46964 -1.41787
C -1.04253 -4.13084 -1.22378
N -0.15948 -3.17321 -1.47462
C 1.07242 -3.53035 -1.92356
C 1.38766 -4.86647 -2.07752
N 0.50394 -5.82927 -1.82602
C 1.95814 -2.38323 -2.22500
C 3.24814 -2.39185 -2.71361
C 3.89498 -1.16980 -2.94043
C 3.21351 0.02463 -2.67295
C 1.92308 -0.03848 -2.18826
N 1.34360 -1.22204 -1.97913
C 0.98834 1.07143 -1.90350
C 1.27906 2.41944 -2.01598
N 0.35435 3.35645 -1.83002
C -0.86948 2.95864 -1.53670
C -1.18734 1.60929 -1.38423
N -0.26123 0.67362 -1.54882
C 5.27417 -1.14178 -3.46345
C 5.67815 -2.03208 -4.45388
C 6.98473 -1.95812 -4.91536
N 7.87703 -1.09126 -4.44912
C 7.48819 -0.24887 -3.49892
C 6.20169 -0.22505 -2.97879
H -1.42035 -6.25371 -1.22389
H -2.01335 -3.83332 -0.85337
H 2.37096 -5.17653 -2.41021
H 3.76716 -3.32033 -2.90811
H 3.69249 0.97250 -2.87667
H 2.27696 2.75988 -2.26600
H -1.62866 3.71983 -1.40518
H -2.18543 1.28405 -1.12202
H 4.99397 -2.74898 -4.89161
H 7.32557 -2.62668 -5.69750
H 8.23804 0.44128 -3.12970
H 5.95268 0.47411 -2.18969
C -5.76960 0.19689 2.41859
C -4.86098 1.41121 2.57110
C -3.81000 1.51312 1.47568
N -2.97019 0.30216 1.39601
C -1.66280 0.14840 1.41072
S -0.99878 -1.39757 0.92820
N -0.79792 1.08759 1.79654
C -1.01140 2.40858 2.39745
O -0.57209 3.34840 1.79768
C -1.68154 2.42773 3.70307
C -2.17319 3.65241 4.16217
C -2.80512 3.71626 5.39008
C -2.92906 2.56921 6.16681
C -2.42460 1.35401 5.72125
C -1.80600 1.27716 4.48466
H -6.62502 0.27099 3.08820
H -5.25772 -0.73579 2.67224
H -6.16322 0.11208 1.40140
H -4.35842 1.39795 3.54067
H -5.44971 2.32938 2.53584
H -3.17912 2.38313 1.62472
H -4.28791 1.61516 0.49645
H -3.47312 -0.55127 1.19948
H 0.16577 0.89694 1.56428
H -2.05297 4.53846 3.55202
H -3.19325 4.65923 5.75192
H -3.41523 2.62566 7.13233
H -2.50706 0.47100 6.34109
H -1.39701 0.33233 4.14918
*
```

Results
**Energy relative to the best compared isomer or geometry (same formula, charge and spin)**: 13.5 kJ/mol
**E_HOMO (alpha / beta)**: -0.52076 / -0.52075 Ha
**⟨S²⟩**: 0.7722
**E_tot**: -3414.50124 hartree



Record 3
The following is a quantum chemistry calculation of a molecular structure, C29H26F4N6O2PtTe in a non-equilibrium geometry, from the Open Molecules 2025 dataset.

Geometry as ORCA input:
```
! wB97M-V def2-TZVPD RIJCOSX def2/J DEFGRID3
* xyz 2 1
Pt 0.31300 0.80140 0.64610
O 3.42670 -0.48870 1.81850
C 3.30670 -0.19600 0.64460
O 2.33840 0.37900 0.06450
C 4.53080 -0.52080 -0.27640
N 5.59810 -0.96640 0.65640
C 6.65690 0.07670 0.65670
C 6.59160 0.63340 -0.75700
C 5.08730 0.69960 -1.02110
H 4.23880 -1.32030 -0.95830
H 5.97750 -1.88230 0.41340
H 5.07790 -1.02680 1.57770
H 7.62380 -0.34870 0.91420
H 6.39040 0.84490 1.38310
H 7.07150 -0.05380 -1.45290
H 7.07340 1.60350 -0.84260
H 4.85720 0.66850 -2.08320
H 4.66540 1.62130 -0.60900
F -0.20410 -1.67540 -0.67620
C -1.38260 -2.30460 -0.90120
C -1.84040 -2.28120 -2.19930
F -1.08460 -1.65550 -3.10350
C -3.08330 -2.85180 -2.56530
C -3.75010 -3.56920 -1.54370
C -3.26700 -3.61630 -0.24060
F -3.95640 -4.27710 0.67510
C -2.09590 -2.92730 0.14660
C -1.72880 -2.75850 1.53120
C -0.81100 -1.77100 1.79580
N -0.05640 -0.88600 1.86080
C -2.33010 -3.43290 2.60300
N -2.79090 -3.94130 3.52300
F -4.89300 -4.17740 -1.81470
C -3.64270 -2.63170 -3.85840
C -4.84950 -3.18790 -4.29160
N -5.86700 -3.55790 -4.67530
C -3.09060 -1.69010 -4.73730
N -2.67500 -0.87380 -5.43270
C -3.85250 0.97550 0.61040
C -2.60960 1.90310 0.60140
C -2.64170 2.77650 1.88140
C -2.65000 2.77570 -0.68190
N -1.49100 1.11040 0.61720
H -4.75820 1.57460 0.65270
H -3.82290 0.32460 1.47920
H -3.86140 0.37070 -0.29330
H -3.54650 3.37730 1.88710
H -1.76700 3.42030 1.92280
H -2.64540 2.12910 2.75410
H -3.29790 3.63110 -0.51630
H -3.03050 2.19600 -1.51870
H -1.64610 3.11650 -0.93130
C 0.59830 4.84310 -0.24060
Te 1.62020 2.93860 -0.06790
C 1.48450 2.96290 -2.22250
C 1.33390 4.40770 -2.59330
C 1.64200 4.84410 -3.87280
C 1.52080 6.18430 -4.19630
C 1.06070 7.09140 -3.24710
C 0.73800 6.66200 -1.97200
C 0.88640 5.32380 -1.63340
H 1.00760 5.53150 0.50220
H -0.47570 4.77110 -0.05770
H 0.62070 2.36860 -2.53310
H 2.38370 2.52810 -2.66010
H 1.99230 4.13700 -4.60740
H 1.78980 6.52320 -5.18350
H 0.97120 8.13400 -3.50160
H 0.38600 7.36740 -1.23600
*
```

Results
**E_HOMO**: -0.50546 Ha
**E_tot**: -2385.71024 hartree



The highest E_tot belongs to which entry?
C29H26F4N6O2PtTe



Which of these has the highest E_tot?
C29H26F4N6O2PtTe



Among the records above, which one has the highest E_tot?
C29H26F4N6O2PtTe



The highest E_tot belongs to which entry?
C29H26F4N6O2PtTe